{
  "formula": "C33H84N4O17",
  "method": "ωB97M-V with the def2-TZVPD basis set",
  "gap_ev": 8.30,
  "homo_energy_ev": -8.139,
  "smiles": "CC1(C)CCCC(C)(C)N1O.CC1(C)CCCC(C)(C)N1O.NC(N)=O.OCCO.OCCO.OCCO.OCCO.OCCO.OCCO.OCCO",
  "total_energy_ha": -2805.5152,
  "lumo_ev": 0.16,
  "elements": ["C", "C", "C", "C", "C", "C", "C", "C", "C", "N", "O", "H", "H", "H", "H", "H", "H", "H", "H", "H", "H", "H", "H", "H", "H", "H", "H", "H", "H", "H", "C", "C", "C", "C", "C", "C", "C", "C", "C", "N", "O", "H", "H", "H", "H", "H", "H", "H", "H", "H", "H", "H", "H", "H", "H", "H", "H", "H", "H", "H", "N", "C", "N", "O", "H", "H", "H", "H", "O", "C", "C", "O", "H", "H", "H", "H", "H", "H", "O", "C", "C", "O", "H", "H", "H", "H", "H", "H", "O", "C", "C", "O", "H", "H", "H", "H", "H", "H", "O", "C", "C", "O", "H", "H", "H", "H", "H", "H", "O", "C", "C", "O", "H", "H", "H", "H", "H", "H", "O", "C", "C", "O", "H", "H", "H", "H", "H", "H", "O", "C", "C", "O", "H", "H", "H", "H", "H", "H"],
  "positions_angstrom": [[0.75475, 7.49040, 6.18595], [-0.14961, 7.32250, 4.99942], [-1.37710, 8.35111, 5.23892], [0.63210, 7.77220, 3.73947], [-0.13433, 7.53400, 2.35158], [-0.53858, 6.09316, 2.26350], [-1.22306, 5.43182, 3.58555], [-2.78002, 5.79301, 3.51859], [-0.99154, 3.90706, 3.50945], [-0.55551, 5.86033, 4.87394], [-1.13440, 5.44197, 6.08366], [1.43471, 6.64006, 6.23770], [1.28451, 8.43710, 6.08015], [0.11168, 7.59681, 7.05959], [-1.10219, 9.28025, 5.73813], [-1.85567, 8.79227, 4.36458], [-2.15718, 7.79859, 5.76264], [0.87092, 8.82804, 3.86692], [1.57750, 7.23606, 3.65655], [-0.97916, 8.21127, 2.22641], [0.45788, 7.78908, 1.47276], [0.36335, 5.57141, 1.94348], [-1.19577, 5.87134, 1.42266], [-3.35978, 5.39715, 4.35241], [-3.27644, 5.35770, 2.65131], [-2.91915, 6.87410, 3.51628], [0.05748, 3.61184, 3.48760], [-1.35774, 3.57321, 2.53861], [-1.53345, 3.42884, 4.32538], [-0.80352, 4.54839, 6.20041], [9.07219, -2.18745, -1.65388], [8.11074, -2.53870, -2.78377], [8.07312, -1.27865, -3.76777], [8.66045, -3.78620, -3.52780], [7.60516, -4.40243, -4.51182], [6.34030, -4.73290, -3.85215], [5.66673, -3.52417, -3.07413], [4.81275, -2.56366, -3.99548], [4.68768, -4.23461, -2.15865], [6.75408, -2.89059, -2.28155], [6.29135, -1.82685, -1.45530], [9.09544, -2.90350, -0.83240], [8.92091, -1.25505, -1.10997], [10.06808, -2.19009, -2.09695], [7.86983, -1.45892, -4.82337], [8.99537, -0.70070, -3.82726], [7.47481, -0.43784, -3.41680], [9.59735, -3.50238, -4.00714], [9.00741, -4.44125, -2.72864], [8.03918, -5.27097, -5.00717], [7.42431, -3.72236, -5.34422], [6.52819, -5.58511, -3.19905], [5.74429, -4.98924, -4.72802], [3.96280, -3.09624, -4.42214], [4.50183, -1.68232, -3.43452], [5.39705, -2.22101, -4.84946], [4.38231, -3.69924, -1.25963], [3.82190, -4.50720, -2.76215], [5.13648, -5.13476, -1.73863], [6.26437, -2.20066, -0.57149], [4.65221, 2.09452, -0.54246], [3.97913, 2.37051, 0.53981], [4.15598, 3.57618, 0.90318], [3.40773, 1.54332, 1.20301], [5.10065, 2.87858, -0.99442], [4.97092, 1.14061, -0.63494], [3.71530, 4.01606, 1.69842], [4.74630, 4.18143, 0.35062], [-6.47571, -1.81339, 3.53554], [-5.33521, -1.57801, 4.28091], [-4.58346, -0.48797, 3.63881], [-5.08852, 0.82784, 3.90001], [-6.83095, -2.55739, 4.02734], [-5.62745, -1.29165, 5.29120], [-4.78984, -2.52163, 4.26476], [-4.68761, -0.60423, 2.56005], [-3.52919, -0.48685, 3.91557], [-5.88601, 1.00172, 3.39468], [-2.43042, 2.37127, -5.71079], [-1.43894, 1.62382, -4.87437], [-0.45130, 0.84746, -5.75448], [-0.71894, -0.53868, -5.81429], [-2.10182, 3.26143, -5.85648], [-1.01967, 2.29661, -4.12626], [-1.98311, 0.90370, -4.26330], [0.52823, 1.02871, -5.31200], [-0.26947, 1.19446, -6.77164], [-0.29216, -0.89527, -6.59678], [-6.98408, -0.02384, -0.60949], [-7.39947, 1.36644, -0.46685], [-8.65939, 1.45003, 0.41236], [-8.24623, 1.07835, 1.70864], [-6.02586, -0.01294, -0.66688], [-6.56925, 1.96062, -0.08500], [-7.51705, 1.81657, -1.45257], [-9.57608, 0.90398, 0.18963], [-9.10106, 2.44125, 0.30994], [-7.89923, 0.18456, 1.66039], [-7.43051, -5.20821, -1.24199], [-6.72668, -4.83306, -0.01866], [-6.55392, -6.12966, 0.85417], [-5.40615, -6.72141, 0.33332], [-7.81135, -4.42496, -1.64583], [-5.76406, -4.38920, -0.27250], [-7.45122, -4.12056, 0.37567], [-7.43441, -6.76330, 0.96062], [-6.28411, -5.81717, 1.86296], [-5.42584, -6.44954, -0.58717], [-2.62695, -0.87083, -1.13821], [-1.40948, -0.58851, -0.45505], [-0.11484, -0.83415, -1.30729], [-0.12696, -2.00299, -2.13305], [-2.56159, -1.78725, -1.41662], [-1.40372, 0.49599, -0.34583], [-1.43222, -1.14673, 0.48089], [0.74408, -0.91705, -0.64136], [0.16356, 0.01794, -1.92738], [-0.54326, -1.76436, -2.96452], [-4.71102, -6.66876, -3.55148], [-4.03684, -5.96985, -4.54087], [-3.63824, -4.57637, -4.18531], [-3.19800, -4.47892, -2.87156], [-5.59180, -6.29889, -3.45649], [-3.10503, -6.52426, -4.65248], [-4.59948, -5.98470, -5.47432], [-4.57354, -4.01927, -4.13101], [-3.01734, -3.97660, -4.85078], [-2.35914, -4.91946, -2.71714], [4.91510, -1.60627, 2.96801], [4.13373, -2.32877, 3.89822], [2.70987, -2.57828, 3.32746], [1.95334, -1.35500, 3.46300], [4.53655, -0.72407, 2.97306], [4.59892, -3.31175, 3.82429], [4.17504, -1.90312, 4.90083], [2.20409, -3.36698, 3.88445], [2.78870, -2.89785, 2.28833], [2.24860, -0.68005, 2.84749]],
  "forces_ev_per_angstrom": [[-0.29, 0.01, 0.31], [-1.57, 0.59, -1.07], [0.23, -0.82, -0.64], [-1.02, -0.52, -1.57], [0.02, 0.86, 1.36], [-0.17, -1.12, 1.11], [-0.43, 0.35, -0.26], [0.93, -0.41, 0.35], [-0.52, 0.64, -0.60], [1.76, 2.17, -1.82], [-1.01, 0.03, -0.38], [0.10, 0.16, 0.30], [0.22, -0.09, 0.03], [0.40, -0.40, 0.32], [0.42, -0.41, 0.69], [0.12, -0.65, -0.62], [0.05, 0.28, 0.36], [-0.05, 0.05, -0.03], [0.11, -0.16, 0.22], [-0.29, 0.02, 0.52], [0.54, -0.05, 0.20], [0.24, -0.55, 0.66], [-0.45, 0.25, 0.13], [0.37, -0.02, 0.35], [0.34, 0.08, -0.31], [0.05, -0.03, -0.14], [0.11, 0.34, 0.46], [-0.47, -0.28, 0.11], [0.04, -0.30, -0.18], [0.19, -0.09, 0.11], [0.19, -0.26, 0.59], [-0.93, 1.01, -1.63], [0.47, 0.37, 0.31], [-0.57, 0.52, 0.00], [2.84, 1.13, 0.08], [-0.78, 0.94, -0.21], [0.40, -0.36, -0.59], [1.37, -0.42, 0.06], [-0.06, -0.23, 0.90], [0.56, -0.47, 0.63], [-0.35, 0.12, -0.57], [-0.19, -0.56, -0.24], [-0.27, 0.32, -0.62], [0.10, 0.20, 0.10], [-0.50, -0.45, 0.15], [0.85, -0.68, 0.26], [-0.90, -0.52, 0.20], [-0.13, 0.16, -0.43], [-0.46, -0.65, -0.09], [0.02, -0.25, 0.17], [0.09, 0.41, 0.05], [-0.49, 0.06, 0.12], [-0.91, -0.48, 0.56], [-0.10, 0.03, 0.28], [-0.15, -0.16, 0.06], [0.19, 0.13, 0.00], [-0.27, 0.57, -0.34], [-0.11, -0.11, 0.31], [0.02, -0.15, -0.19], [0.01, -0.13, 0.14], [1.49, -1.17, -3.44], [-0.27, -2.91, 1.20], [0.32, 6.67, 1.80], [-1.51, -1.69, 1.11], [0.30, -0.87, -0.29], [-0.01, 0.27, -0.47], [-0.11, -0.50, -0.19], [-0.24, 0.00, 0.37], [-1.65, -0.52, -0.43], [0.61, -0.11, 0.69], [0.25, 1.49, -1.02], [0.32, -0.08, 0.71], [-0.92, -0.12, -0.54], [0.33, -0.02, 0.35], [0.72, 0.13, 0.40], [0.46, -0.51, -0.21], [-0.07, 0.04, 0.05], [-0.14, -0.23, -0.12], [0.81, -1.10, 1.16], [-1.51, 0.43, -1.62], [1.29, 0.60, 0.41], [-0.48, -0.27, 0.41], [0.17, -0.02, 0.08], [0.55, 0.14, -0.44], [-0.33, -0.13, -0.31], [0.39, -0.34, 0.42], [-0.87, 0.66, -0.04], [-0.03, -0.03, 0.04], [-0.37, 0.95, 0.33], [-0.46, -0.71, -1.05], [0.79, -0.09, -0.35], [-0.36, 0.80, 0.88], [0.13, -0.20, -0.04], [-0.22, -0.05, 0.84], [-0.59, -0.23, -0.34], [0.49, -0.97, -0.92], [0.73, 0.62, 0.90], [0.01, -0.24, -0.16], [0.71, -0.74, -0.21], [-2.61, -0.66, -0.03], [0.59, 2.60, -0.05], [0.30, -1.12, -0.43], [0.13, 0.10, 0.10], [0.06, 0.00, 0.34], [0.68, 0.29, 0.95], [-0.12, -0.05, -0.63], [-0.15, 0.17, 0.22], [0.53, -0.57, -0.37], [0.35, 0.11, -0.29], [0.40, 0.22, -1.25], [-0.01, -0.37, 0.15], [-0.25, 0.14, 0.54], [-0.17, -0.33, -0.18], [-0.14, -0.06, 0.78], [0.47, 0.23, 0.15], [-0.10, -0.27, 0.27], [-0.53, 0.31, -0.12], [-0.08, -0.01, -0.15], [-0.62, -0.09, 0.70], [1.52, -0.74, -1.05], [-1.70, 1.34, 0.69], [0.66, 0.32, 1.32], [-0.24, 0.05, 0.20], [0.03, -0.33, -0.44], [0.14, 0.05, -0.30], [-0.25, 0.35, -0.20], [0.28, -0.67, -0.55], [0.11, -0.16, -0.20], [-0.16, 0.81, 0.17], [-0.38, -1.91, -1.60], [0.68, 1.66, 0.92], [-0.36, -0.79, 0.12], [0.23, 0.46, -0.35], [0.16, -0.21, 0.82], [-0.26, -0.09, 0.00], [-0.16, 0.24, 0.14], [0.09, 0.07, -0.09], [0.17, -0.09, -0.31]],
  "mulliken_charge": [-1.905, 1.517, -1.685, -1.314, -0.776, -1.082, 1.569, -1.642, -2.002, 0.180, -0.460, 0.454, 0.424, 0.391, 0.409, 0.332, 0.409, 0.451, 0.365, 0.347, 0.422, 0.327, 0.479, 0.357, 0.410, 0.343, 0.419, 0.406, 0.502, 0.355, -2.028, 1.656, -1.659, -1.283, -0.749, -0.935, 1.541, -1.672, -1.846, 0.035, -0.251, 0.485, 0.322, 0.433, 0.299, 0.461, 0.326, 0.433, 0.433, 0.393, 0.321, 0.329, 0.342, 0.495, 0.302, 0.335, 0.387, 0.384, 0.431, 0.281, -0.350, 0.738, -0.392, -0.664, 0.149, 0.188, 0.198, 0.117, -0.473, -0.329, -0.401, -0.555, 0.272, 0.286, 0.364, 0.216, 0.313, 0.316, -0.538, -0.316, -0.337, -0.497, 0.294, 0.326, 0.131, 0.265, 0.393, 0.288, -0.474, -0.397, -0.430, -0.498, 0.271, 0.272, 0.360, 0.289, 0.308, 0.289, -0.544, -0.598, -0.236, -0.498, 0.307, 0.350, 0.395, 0.257, 0.238, 0.341, -0.416, -0.218, -0.401, -0.530, 0.210, 0.276, 0.270, 0.340, 0.173, 0.277, -0.452, -0.451, -0.408, -0.448, 0.281, 0.297, 0.322, 0.239, 0.340, 0.272, -0.469, -0.368, -0.287, -0.484, 0.279, 0.293, 0.261, 0.350, 0.148, 0.295]
}